Computed, not measured: a 2-piece molecular cluster, C7H6ClNO2S overall at a distorted geometry, with wB97M-V/def2-TZVPD.

The calculation puts the molecular weight at 203.650 g/mol. As for the total energy: -36295.4434 eV. As for the HOMO energy (alpha / beta): -8.07 / -7.87 eV. The LUMO energy (alpha / beta) is -0.806 / -0.278 eV.

Last column: natural (NBO) charge in e.
Atoms and positions in Å:
C (1.725, -0.754, -0.766)  -0.164
C (0.395, -0.404, -0.975)  -0.295
C (2.231, -1.238, 0.344)  -0.270
C (-0.058, -1.268, 1.260)  -0.300
C (-0.509, -0.690, 0.067)  0.188
C (1.257, -1.591, 1.346)  0.024
C (-1.657, 2.853, -0.742)  0.336
N (-1.770, -0.087, 0.035)  -0.832
O (-0.873, 3.506, -1.332)  -0.457
O (-3.933, 0.660, -1.010)  -0.899
S (-2.509, 0.543, -1.316)  1.224
Cl (1.776, -2.382, 2.830)  -0.009
H (2.398, -0.651, -1.593)  0.215
H (0.069, -0.102, -1.926)  0.221
H (3.333, -1.446, 0.524)  0.242
H (-0.860, -1.391, 2.029)  0.226
H (-2.569, 3.180, -0.225)  0.141
H (-2.215, -0.419, 0.859)  0.411

Computed, not measured: a 2-piece molecular cluster, C7H6ClNOS overall at a distorted geometry, with wB97M-V/def2-TZVPD.

The calculation puts the molecular weight at 187.651 g/mol. As for the total energy: -34246.7560 eV. As for the HOMO energy (alpha / beta): -8.79 / -8.79 eV. The LUMO energy (alpha / beta) is -2.035 / -2.021 eV.

Last column: natural (NBO) charge in e.
Atoms and positions in Å:
C (2.606, -0.181, -0.186)  -0.237
C (1.928, -0.989, -1.059)  -0.185
C (1.894, 0.396, 0.883)  -0.183
C (0.589, -0.982, -1.076)  -0.234
C (0.458, 0.271, 0.957)  -0.235
C (-0.163, -0.450, -0.023)  0.112
C (-2.471, -0.133, 0.275)  0.526
N (-1.457, -0.947, 0.195)  -0.439
O (-2.719, 1.121, 0.032)  -0.683
S (-1.507, 3.151, 0.226)  -0.070
Cl (-3.950, -0.954, 0.504)  -0.007
H (3.616, -0.243, -0.398)  0.214
H (2.579, -1.501, -1.761)  0.212
H (2.266, 1.009, 1.716)  0.217
H (0.005, -1.666, -1.606)  0.212
H (-0.053, 0.742, 1.775)  0.221
H (-3.620, 1.354, -0.454)  0.558

Computed, not measured: C7H6EuO6 as an isolated structure at a distorted geometry, with wB97M-V/def2-TZVPD.

The calculation puts the molecular weight at 338.083 g/mol. As for the total energy: -38936.1861 eV. As for the total charge: +3. As for the spin multiplicity: 7. As for the HOMO energy (alpha / beta): -22.80 / -22.80 eV. The LUMO energy (alpha / beta) is -16.819 / -14.060 eV.

Last column: natural (NBO) charge in e.
Atoms and positions in Å:
O (0.039, 0.005, -3.905)  -0.287
C (-0.020, -0.004, -2.762)  0.438
Eu (-0.159, -0.066, 0.346)  1.874
O (2.331, -2.927, -0.261)  -0.234
C (1.577, -2.057, -0.240)  0.429
C (-1.633, 2.048, -0.155)  0.415
O (-2.308, 2.973, -0.245)  -0.215
C (-2.166, -1.677, -0.228)  0.419
O (-3.053, -2.398, -0.278)  -0.216
C (1.947, 1.526, -0.222)  0.427
O (2.866, 2.223, -0.231)  -0.242
C (0.478, 1.134, 4.653)  -0.655
C (0.825, 1.031, 3.178)  -0.074
O (0.235, -0.211, 2.655)  -0.839
H (-0.602, 1.294, 4.766)  0.250
H (1.001, 1.993, 5.077)  0.294
H (0.775, 0.227, 5.198)  0.253
H (0.407, 1.848, 2.566)  0.176
H (1.902, 0.984, 2.961)  0.219
H (0.180, -0.883, 3.357)  0.568